(1)
# C29H63BNO11

A cluster of 3 separate species, C29H63BNO11 in total (ωB97M-V/def2-TZVPD, the Open Molecules 2025 dataset).

Geometry as ORCA input:
```
! wB97M-V def2-TZVPD RIJCOSX def2/J DEFGRID3
* xyz -1 1
C 10.030 -4.402 3.839
C 10.072 -5.014 2.286
C 8.598 -4.845 1.538
C 8.737 -4.623 -0.106
C 7.610 -3.538 -0.674
C 8.265 -2.075 -1.026
C 8.029 -0.932 0.150
C 6.938 0.223 -0.267
C 5.512 -0.394 -0.847
C 4.669 -1.011 0.449
C 3.206 -1.528 -0.082
C 2.200 -2.048 1.149
O 1.198 -2.806 0.384
C 0.662 -3.950 1.137
C -0.216 -4.845 0.030
O 3.136 -2.744 2.046
B 3.181 -2.303 3.485
O 2.673 -0.894 3.338
C 1.717 -0.859 2.182
C 0.276 -1.013 2.972
C 1.568 0.661 1.499
O 2.736 1.530 1.786
N 2.611 2.156 2.969
O 3.773 2.476 3.275
H 8.996 -4.718 4.332
H 10.895 -4.824 4.507
H 10.066 -3.214 3.790
H 10.298 -6.180 2.396
H 10.935 -4.521 1.668
H 8.002 -3.960 2.027
H 8.024 -5.867 1.729
H 8.592 -5.688 -0.604
H 9.846 -4.295 -0.394
H 6.719 -3.464 0.099
H 7.196 -4.019 -1.678
H 9.436 -2.224 -1.131
H 7.886 -1.598 -2.032
H 7.766 -1.422 1.201
H 9.090 -0.414 0.311
H 7.336 0.974 -1.104
H 6.655 0.832 0.708
H 4.899 0.451 -1.379
H 5.680 -1.243 -1.669
H 4.596 -0.265 1.350
H 5.289 -1.969 0.788
H 2.634 -0.781 -0.778
H 3.409 -2.509 -0.730
H -0.147 -3.621 1.952
H 1.466 -4.689 1.560
H 0.576 -5.593 -0.443
H -1.133 -5.377 0.524
H -0.540 -4.122 -0.858
H 2.537 -3.044 4.146
H 4.367 -2.302 3.660
H 0.161 -0.068 3.693
H -0.586 -0.897 2.174
H 0.182 -2.029 3.562
H 1.344 0.582 0.331
H 0.600 1.178 1.957
C -5.968 -0.873 -0.677
O -5.523 0.326 -0.065
C -6.603 1.177 0.321
C -6.198 2.052 1.511
O -6.179 1.344 2.758
C -5.100 0.415 2.937
C -3.744 1.092 3.154
O -3.221 1.574 1.917
C -2.384 2.705 2.077
H -6.440 -0.657 -1.639
H -5.099 -1.516 -0.841
H -6.665 -1.405 -0.021
H -7.486 0.590 0.588
H -6.841 1.814 -0.539
H -6.961 2.830 1.630
H -5.253 2.570 1.337
H -5.070 -0.317 2.129
H -5.346 -0.139 3.851
H -3.027 0.365 3.552
H -3.858 1.912 3.870
H -2.925 3.512 2.587
H -2.091 3.061 1.091
H -1.486 2.437 2.641
C -5.104 3.207 -3.648
O -6.413 3.456 -4.131
C -7.421 3.131 -3.172
C -8.671 3.987 -3.396
O -8.526 5.338 -2.935
C -7.675 6.183 -3.722
C -8.285 6.574 -5.070
O -8.190 5.492 -5.996
C -9.228 5.500 -6.958
H -4.946 2.135 -3.509
H -4.390 3.581 -4.388
H -4.931 3.743 -2.709
H -7.054 3.285 -2.153
H -7.672 2.073 -3.307
H -9.481 3.561 -2.795
H -9.007 3.960 -4.434
H -6.679 5.752 -3.830
H -7.554 7.100 -3.132
H -7.732 7.419 -5.496
H -9.330 6.867 -4.925
H -10.208 5.476 -6.465
H -9.136 4.607 -7.575
H -9.149 6.384 -7.598
*
```

Properties
**ΔE to the lowest compared entry with this formula, charge and spin**: 203.0 kcal per mole
**HOMO energy**: -4.48 eV
**LUMO level**: 1.94 eV
**Gap between HOMO and LUMO**: 6.420 eV
**F_max**: 5.12 eV/A



(2)
# C8H9IO4S

An isolated molecule of C8H9IO4S (ωB97M-V/def2-TZVPD, the Open Molecules 2025 dataset).

Geometry as ORCA input:
```
! wB97M-V def2-TZVPD RIJCOSX def2/J DEFGRID3
* xyz 0 1
C -1.169 2.269 0.540
C -0.365 2.153 1.680
C -0.767 1.561 -0.590
C 0.807 1.346 1.686
C 0.361 0.815 -0.628
C 1.120 0.702 0.540
C 0.250 -2.718 -1.561
C 2.305 -0.315 0.638
O 1.927 -3.891 -0.150
O 0.373 -2.264 1.025
O 2.603 -0.815 1.844
O 2.185 -1.413 -0.240
S 1.193 -2.650 -0.055
I 4.056 0.647 -0.178
H -2.172 2.717 0.376
H -0.680 2.790 2.566
H -1.316 1.799 -1.505
H 1.210 1.169 2.702
H 0.752 0.443 -1.612
H 0.847 -3.485 -2.069
H -0.696 -3.148 -1.254
H 0.262 -1.674 -2.115
H 1.793 -1.006 2.306
*
```

Properties
**ΔE to the lowest compared entry with this formula, charge and spin**: 0.0 kcal per mole
**HOMO energy**: -9.34 eV
**SMILES**: CS(=O)(=O)O[C@@](O)(I)c1ccccc1
**LUMO level**: 0.14 eV
**Gap between HOMO and LUMO**: 9.471 eV
**F_max**: 3.33 eV/A



(3)
# C6H6N2O

An isolated molecule of C6H6N2O (ωB97M-V/def2-TZVPD, the Open Molecules 2025 dataset).

Geometry as ORCA input:
```
! wB97M-V def2-TZVPD RIJCOSX def2/J DEFGRID3
* xyz 0 1
C 0.886 1.538 1.083
C 0.758 -0.850 -1.269
C -0.497 -0.393 -1.869
C 1.094 -0.580 -0.035
C -1.268 0.401 -1.140
C 0.252 0.276 0.896
N 1.216 2.657 1.052
N -0.290 -0.255 2.035
O -1.059 0.857 0.072
H 1.435 -1.519 -1.712
H -0.720 -0.778 -2.793
H 1.966 -1.047 0.309
H -2.354 0.801 -1.466
H -0.645 -1.260 2.012
H -0.774 0.152 2.824
*
```

Properties
**ΔE to the lowest compared entry with this formula, charge and spin**: 56.1 kcal per mole
**HOMO energy**: -8.45 eV
**SMILES**: N#C[C@]1(N)C=CC=CO1
**LUMO level**: 0.68 eV
**Gap between HOMO and LUMO**: 9.125 eV
**F_max**: 4.40 eV/A



(4)
# C3H6O3

An isolated molecule of C3H6O3 (ωB97M-V/def2-TZVPD, the Open Molecules 2025 dataset).

Geometry as ORCA input:
```
! wB97M-V def2-TZVPD RIJCOSX def2/J DEFGRID3
* xyz 0 1
O 1.712 0.765 0.626
C 0.498 0.259 1.112
C -0.529 0.001 0.005
O -0.630 1.124 -0.823
C -0.345 -1.222 -0.870
O -0.577 -1.156 -2.057
H 1.486 1.548 0.103
H 0.038 0.947 1.839
H 0.724 -0.672 1.644
H -1.490 -0.228 0.511
H -0.770 0.747 -1.714
H -0.110 -2.187 -0.386
*
```

Properties
**ΔE to the lowest compared entry with this formula, charge and spin**: 31.6 kcal per mole
**HOMO energy**: -10.48 eV
**SMILES**: O=C[C@H](O)CO
**LUMO level**: 0.63 eV
**Gap between HOMO and LUMO**: 11.109 eV
**F_max**: 0.58 eV/A



Question: Which formula does entry 4 have?
Answer: C3H6O3